No. 1
Computed, not measured: the ion C11H7F5N with charge +1, with ωB97M-V/def2-TZVPD.

Summary:
Total charge = +1
HOMO energy = -13.43 eV
SMILES = FC(F)(F)C(F)(F)c1cc2ccccc2c[nH+]1
Maximum force = 0.770 eV Å⁻¹
Energy relative to the best compared isomer or geometry (same formula, charge and spin) = 0.00 kJ/mol

Positions of all 24 atoms, in Å:
F: -0.659 4.246 1.343
C: 0.007 3.598 0.420
F: 0.576 4.450 -0.408
F: 0.973 2.881 1.012
C: -0.956 2.637 -0.385
F: -2.164 2.685 0.160
F: -1.030 3.087 -1.646
C: -0.465 1.198 -0.405
C: -0.849 0.288 0.527
C: -0.325 -1.025 0.474
C: -0.689 -2.003 1.422
C: -0.140 -3.253 1.320
C: 0.763 -3.581 0.295
C: 1.128 -2.662 -0.647
C: 0.582 -1.353 -0.557
C: 0.923 -0.369 -1.484
N: 0.402 0.847 -1.390
H: -1.543 0.589 1.290
H: -1.381 -1.757 2.207
H: -0.390 -4.020 2.037
H: 1.173 -4.578 0.246
H: 1.815 -2.896 -1.442
H: 1.598 -0.549 -2.304
H: 0.651 1.541 -2.086

=====

No. 2
Computed, not measured: a structure of composition C11H7N2O6Pb in a non-equilibrium geometry, with ωB97M-V/def2-TZVPD.

Summary:
Total charge = +3
HOMO energy = -18.57 eV
Maximum force = 19.231 eV Å⁻¹
Energy relative to the best compared isomer or geometry (same formula, charge and spin) = 1266.55 kJ/mol

Positions of all 27 atoms, in Å:
O: -0.092 2.067 -2.769
C: -0.080 2.084 -1.621
Pb: -0.060 2.143 0.229
C: -0.037 2.324 2.085
O: -0.022 2.435 3.224
C: -0.003 4.268 0.125
O: 0.119 5.007 1.067
C: -1.890 2.437 0.243
O: -3.028 2.601 0.228
C: 1.783 2.335 0.206
O: 2.927 2.435 0.170
H: -0.095 4.699 -0.900
N: 0.598 -4.412 -1.706
C: 0.667 -3.056 -1.709
O: 1.106 -2.499 -2.706
C: 0.217 -2.220 -0.549
C: -0.289 -2.785 0.635
C: -0.709 -1.966 1.676
C: -0.629 -0.584 1.542
N: -0.133 -0.016 0.402
C: 0.287 -0.812 -0.630
H: 0.913 -4.944 -2.531
H: 0.235 -4.951 -0.911
H: -0.375 -3.849 0.781
H: -1.104 -2.401 2.586
H: -0.982 0.019 2.362
H: 0.677 -0.358 -1.528

=====

Which of these has the highest maximum force?
C11H7N2O6Pb